{
  "formula": "C3H3Br2NO2S",
  "method": "ωB97M-V with the def2-TZVPD basis set",
  "multiplicity": 1,
  "total_energy_ha": -5867.45594,
  "max_force_ev_per_a": 5.27,
  "e_homo_ev": -9.4,
  "total_charge": 0,
  "species": ["C", "C", "C", "N", "O", "O", "S", "Br", "Br", "H", "H", "H"],
  "positions_angstrom": [[0.972, -0.078, -1.003], [-0.486, 0.158, -1.235], [-1.127, -0.375, 0.769], [1.405, -0.039, 0.307], [1.704, -0.067, -1.948], [0.460, 1.027, 2.459], [0.413, -0.177, 1.728], [-1.064, 2.030, -1.379], [-1.819, -2.193, 1.004], [-0.808, -0.348, -2.075], [-2.012, 0.202, 1.016], [2.362, -0.141, 0.356]]
}